*w*
Density functional theory data (ωB97M-V with the def2-TZVPD basis set) for a gas-phase ion, NO5P (charge -2).

Element x y z (Å)
N 0.435 0.762 -0.689
O 0.277 -0.295 1.946
O 0.215 -1.832 -0.212
O -0.344 1.471 -1.340
O 1.644 0.925 -0.867
O -1.862 -0.423 0.588
P -0.364 -0.609 0.575

HOMO: 0.2 eV
Total charge: -2

---

*x*
Density functional theory data (ωB97M-V with the def2-TZVPD basis set) for 2 unconnected molecules or ions with the total composition NO5P.

Element x y z (Å)
N 1.150 -0.160 0.110
O -1.391 1.022 -1.155
O -1.320 0.650 1.406
O 1.768 -1.226 -0.007
O 1.800 0.896 -0.039
O -1.517 -1.315 -0.308
P -1.245 0.129 0.003

HOMO: -0.3 eV
Total charge: -2

---

Which is the most stable structure? *x* is the most stable.